[1]
{
  "formula": "C3H3PS",
  "method": "ωB97M-V/def2-TZVPD",
  "symbols": ["C", "C", "C", "P", "S", "H", "H", "H"],
  "xyz": [[1.416, 0.480, 0.100], [0.343, -0.362, -0.007], [-1.061, 0.063, 0.005], [2.637, 1.486, -0.037], [0.707, -1.958, 0.008], [-1.138, 1.164, -0.310], [-1.342, -0.233, 0.983], [-1.562, -0.639, -0.743]],
  "lowdin_charge": [-0.7049, -0.9958, -0.1418, 0.8343, 0.7326, 0.1118, 0.0659, 0.0979],
  "smiles": "CC(=S)C#P",
  "energy_ha": -855.55928,
  "spin_multiplicity": 1
}

---

[2]
{
  "formula": "C3H3PS",
  "method": "ωB97M-V/def2-TZVPD",
  "symbols": ["C", "C", "C", "P", "S", "H", "H", "H"],
  "xyz": [[0.454, -0.640, -0.025], [1.528, 0.189, -0.119], [-0.861, 0.284, -0.034], [-0.312, -2.379, 0.270], [2.701, 1.220, -0.098], [-0.806, 1.054, -0.678], [-1.075, 0.653, 1.064], [-1.628, -0.381, -0.381]],
  "lowdin_charge": [-0.6818, -0.7295, -0.1881, 0.7257, 0.7468, 0.0139, 0.1175, -0.0045],
  "energy_ha": -855.48322,
  "spin_multiplicity": 1
}

---

[3]
{
  "formula": "C3H4AgLiO3",
  "method": "ωB97M-V/def2-TZVPD",
  "symbols": ["O", "C", "C", "O", "O", "C", "H", "H", "H", "Ag", "Li", "H"],
  "xyz": [[-0.416, -1.345, 0.138], [-1.266, -0.420, -0.221], [0.995, -0.612, 0.254], [-2.464, -0.329, 0.118], [-0.610, 0.707, -0.602], [0.715, 0.487, -0.770], [1.927, -1.085, -0.073], [1.233, -0.860, 1.293], [1.436, 1.241, -1.103], [-0.155, 1.264, 1.728], [-2.395, 0.892, 1.796], [1.000, 0.059, -2.559]],
  "lowdin_charge": [0.0455, -0.6702, -0.1231, -0.0183, -0.1391, -0.2171, 0.1143, 0.1039, 0.0822, 0.2591, 0.3573, 0.2055],
  "energy_ha": -496.68207,
  "spin_multiplicity": 1
}

---

[4]
{
  "formula": "C3H4AgLiO4",
  "method": "ωB97M-V/def2-TZVPD",
  "symbols": ["H", "C", "C", "O", "H", "H", "O", "C", "O", "Li", "H", "Ag", "O"],
  "xyz": [[1.678, -1.951, 1.291], [1.358, -1.044, 0.761], [2.176, 0.122, 1.147], [0.921, -0.048, 1.792], [3.032, -0.003, 1.817], [2.240, 0.994, 0.488], [-1.175, 0.605, -0.332], [-1.920, 0.258, -1.295], [-2.973, 0.993, -1.562], [-0.639, 0.943, 1.416], [-3.294, 0.775, -2.457], [0.116, -1.023, -0.959], [-1.521, -0.622, -2.106]],
  "lowdin_spin": [0.0361, 0.2950, 0.0335, 0.0542, 0.0020, 0.0023, 0.1241, 0.0092, 0.0037, 0.0068, 0.0006, 0.4117, 0.0207],
  "total_charge": 1,
  "s2": 0.75,
  "energy_ha": -571.89785,
  "spin_multiplicity": 2
}

---

[5]
{
  "formula": "C3H4AgO2",
  "method": "ωB97M-V/def2-TZVPD",
  "symbols": ["C", "C", "H", "H", "C", "O", "Ag", "H", "O", "H"],
  "xyz": [[-0.740, -0.052, -0.056], [-1.281, 1.064, -0.581], [-2.161, 1.533, -0.141], [-0.885, 1.449, -1.520], [0.730, -0.141, -0.280], [1.458, -0.758, 0.485], [3.557, -1.503, 0.844], [1.095, 0.234, -1.255], [-1.239, -0.668, 1.028], [-0.534, -1.159, 1.474]],
  "lowdin_charge": [-0.3574, 0.1649, 0.1028, 0.0896, -0.1662, -0.0817, 0.9030, 0.1450, 0.0880, 0.1120],
  "total_charge": 1,
  "energy_ha": -413.83202,
  "spin_multiplicity": 1
}

---

[6]
{
  "formula": "C3H4AuFO3",
  "method": "ωB97M-V/def2-TZVPD",
  "symbols": ["C", "C", "H", "H", "F", "H", "Au", "O", "C", "O", "O", "H"],
  "xyz": [[-0.780, -1.199, -0.347], [-0.584, 0.124, -0.918], [0.136, -1.795, -0.468], [-1.097, -1.171, 0.705], [-1.600, 1.019, -0.623], [-0.442, 0.148, -2.006], [-2.181, -2.173, -1.317], [2.044, 0.398, 1.155], [1.034, 1.182, 0.751], [0.480, 1.976, 1.482], [0.743, 0.895, -0.491], [2.246, 0.596, 2.077]],
  "lowdin_spin": [0.3611, 0.1224, 0.0280, 0.0300, 0.0275, 0.0147, 1.3468, 0.0857, 0.0551, 0.7229, 0.2040, 0.0019],
  "total_charge": 1,
  "s2": 3.76,
  "energy_ha": -577.44092,
  "spin_multiplicity": 4
}

---

[7]
{
  "formula": "C3H4BF3O3",
  "method": "ωB97M-V/def2-TZVPD",
  "symbols": ["B", "C", "C", "C", "O", "O", "O", "F", "F", "F", "H", "H", "H", "H"],
  "xyz": [[-0.019, -1.026, -1.022], [-0.543, 1.082, 0.559], [0.690, 1.282, 1.303], [-0.998, -0.406, 0.513], [-1.062, 1.947, -0.084], [1.305, -1.017, -0.879], [-0.815, -1.229, -2.091], [1.588, 2.109, 0.749], [-2.316, -0.469, 0.059], [-0.750, -1.189, 1.639], [1.181, 0.324, 1.339], [0.466, 1.714, 2.272], [1.937, -1.417, -1.447], [-0.663, -1.705, -2.910]],
  "lowdin_charge": [-0.4698, -0.3285, -0.1754, -0.2496, 0.1632, 0.2291, 0.2127, 0.0182, 0.0489, 0.0532, 0.1208, 0.1514, 0.1065, 0.1194],
  "smiles": "O=C(CF)C(F)(F)B(O)O",
  "energy_ha": -666.92732,
  "spin_multiplicity": 1
}

---

[8]
{
  "formula": "C3H4BeO3",
  "method": "ωB97M-V/def2-TZVPD",
  "symbols": ["H", "H", "C", "C", "O", "C", "O", "Be", "O", "H", "H"],
  "xyz": [[0.492, 0.489, -0.820], [-2.161, -1.101, -0.714], [-1.114, -0.870, -0.988], [-0.480, 0.206, -0.190], [0.081, -0.312, 0.998], [0.450, 0.557, 1.916], [1.460, 1.206, 1.395], [1.187, -1.476, -1.895], [-0.464, -1.615, -1.714], [-1.192, 1.020, 0.006], [1.743, 1.896, 2.007]],
  "lowdin_charge": [0.1001, 0.1472, -0.1801, -0.2179, -0.1375, -0.1404, 0.0620, 0.2662, -0.1445, 0.1353, 0.1097],
  "energy_ha": -356.95636,
  "spin_multiplicity": 1
}